DFT (ωB97M-V/def2-TZVPD) results for a cluster of 21 separate species, C15H51O26 in total at a distorted geometry.

Cartesian coordinates (Å):
O  1.1605  2.4863  -1.4946
O  -4.5434  -1.8642  1.2306
O  6.1908  -1.1501  -0.0339
O  4.6889  -1.3923  2.2919
O  -3.8571  1.7666  -1.6646
O  -0.1579  -0.2283  0.5944
C  0.7623  0.4580  -0.1470
C  0.3244  1.6116  -1.0053
C  -1.0578  1.8515  -1.1429
C  4.3452  -0.3180  -1.1470
C  -4.2894  0.2048  0.0855
C  -2.3788  -0.9404  1.0133
C  2.9989  0.1412  -1.2322
C  2.7373  -0.4864  1.1033
C  -3.7150  -0.8291  0.8075
C  4.9246  -0.7281  0.0376
C  4.1569  -0.8276  1.1668
C  -3.3550  0.9395  -0.7066
C  -1.4901  -0.0242  0.3723
C  2.1758  0.0015  -0.1171
C  -1.9865  0.8815  -0.5228
H  0.6995  3.1405  -2.1142
H  -4.1478  -2.4110  1.9520
H  6.6070  -1.2094  0.8257
H  4.0103  -1.5842  3.0170
H  -4.6888  2.1322  -1.2410
H  -1.3992  2.6763  -1.7423
H  4.9434  -0.0551  -2.0127
H  -5.3301  0.3040  -0.1917
H  -1.9125  -1.7881  1.6430
H  2.6975  0.5388  -2.2089
H  2.0714  -0.6469  1.9623
O  -3.4441  -3.3193  3.1461
H  -3.9980  -3.8086  3.8372
H  -2.4674  -3.4443  3.3790
O  0.0191  4.0804  -3.1866
H  -0.9246  4.4447  -3.1605
H  0.5247  4.5670  -3.9155
O  -2.0587  4.7600  -0.4414
H  -1.4964  5.4896  -0.0229
H  -2.0098  4.8620  -1.4469
O  -4.4706  3.4318  -4.0189
H  -4.2572  2.4515  -3.8875
H  -4.5050  3.6163  -5.0131
O  0.4448  -0.8279  -4.0278
H  -0.3333  -0.7842  -4.6732
H  0.2268  -1.5147  -3.3175
O  4.0673  -3.8359  1.0698
H  4.4517  -2.9232  1.2774
H  3.7430  -4.2458  1.9361
O  0.3608  1.8117  -4.6062
H  0.2934  2.4951  -3.8632
H  0.0462  0.9207  -4.2444
O  -2.4682  4.9891  -3.1882
H  -2.2755  5.4075  -4.0891
H  -3.2379  4.3418  -3.2995
O  -6.5058  -2.9746  2.9083
H  -6.2947  -2.0033  3.0975
H  -6.4948  -3.1101  1.9057
O  7.7109  -0.3483  1.9148
H  8.1631  -1.0942  2.4276
H  7.1392  0.1780  2.5627
O  4.1418  -1.0337  -4.3787
H  4.0890  -1.9893  -4.0502
H  5.1007  -0.8425  -4.6390
O  2.8566  -2.0835  4.1073
H  1.9853  -1.7549  4.5028
H  2.7413  -3.0566  3.8553
O  0.2501  -1.2819  4.4069
H  -0.1472  -2.2090  4.3272
H  -0.2517  -0.6688  3.7775
O  6.9480  1.2518  -3.1977
H  7.5687  1.5133  -2.4426
H  6.1281  1.8429  -3.1507
O  7.5880  -3.5407  0.3532
H  8.2024  -2.8795  -0.1039
H  7.2338  -4.1785  -0.3479
O  -7.8470  -0.4323  -1.2830
H  -8.1522  0.4805  -1.5953
H  -7.9016  -0.4542  -0.2729
O  -6.1387  3.0408  -0.7205
H  -6.4788  3.9292  -1.0652
H  -6.3381  2.9898  0.2701
O  -0.7564  -3.6497  3.9770
H  -0.7588  -4.1038  4.8812
H  -0.2937  -4.2622  3.3179
O  -7.9557  -0.7650  1.3712
H  -8.8110  -0.6304  1.8948
H  -7.1762  -0.6511  2.0062
O  4.1576  -0.0989  5.5499
H  3.9291  -1.0089  5.1712
H  4.9524  0.2642  5.0398

Cartesian forces, eV/Å:
1.37 0.42 -0.60
0.28 1.70 -0.28
-0.76 0.33 -0.92
0.02 0.17 0.58
-0.33 0.49 1.03
1.21 1.34 -1.53
0.03 0.92 -1.26
-2.55 -1.25 1.75
0.50 -2.99 1.18
-2.15 2.24 -0.83
2.15 0.94 -2.22
3.58 -0.43 0.91
1.92 -0.69 -0.46
1.70 -0.46 -0.66
-2.09 -2.26 1.07
1.02 -0.61 -1.26
-4.49 0.44 1.62
-3.10 -0.22 0.79
-1.19 -2.42 1.50
-0.96 0.38 1.57
2.22 2.54 -1.43
0.47 -0.44 0.72
0.24 0.16 -0.23
0.43 0.05 0.87
0.45 0.60 -1.13
0.44 0.11 -1.03
-0.24 -0.02 0.09
0.27 -0.73 0.12
-0.16 -0.38 0.26
-0.99 1.49 -1.22
-0.21 -0.18 0.60
0.59 0.09 -0.26
0.62 -1.23 1.83
1.13 1.05 -1.54
-1.91 0.12 -0.17
0.39 1.83 -1.34
0.88 -0.47 -0.11
-1.04 -1.00 1.56
1.23 1.25 -0.65
-1.20 -1.53 -1.20
-0.11 0.42 2.15
0.31 -1.35 -1.52
-0.46 1.89 -0.40
0.04 -0.70 2.05
-1.88 -1.26 0.30
1.51 -0.73 1.37
0.16 1.39 -1.72
-0.32 0.40 1.70
-0.66 -2.27 0.11
1.02 1.11 -1.86
-0.89 -0.26 1.66
-0.15 -1.71 -1.73
1.12 2.06 -0.30
0.11 0.38 -1.77
-0.86 -0.84 1.84
0.64 0.69 -0.45
0.36 1.26 -0.99
-0.31 -2.34 -0.77
0.01 0.77 2.08
-0.05 -0.44 2.22
-1.05 1.71 -0.72
1.36 -1.36 -1.12
1.53 -1.26 0.17
0.48 2.09 -0.81
-1.95 -0.76 0.66
-1.03 -2.02 0.06
0.83 -0.25 -0.97
0.07 2.11 0.75
-1.21 0.20 -1.03
0.40 1.86 -0.29
1.07 -1.45 1.39
-0.46 1.42 1.37
-1.60 -0.36 -1.56
1.99 -1.08 0.16
0.67 -0.03 -1.82
-1.45 -1.68 0.58
0.91 1.63 1.35
-0.46 1.87 0.50
0.64 -2.01 0.93
-0.07 0.24 -1.80
-0.98 1.29 1.27
0.76 -1.86 0.95
0.30 0.42 -2.16
0.70 -2.44 0.43
0.04 0.57 -1.89
-0.87 1.05 1.51
-0.13 0.61 2.44
1.96 -0.32 -0.91
-1.95 -0.18 -1.33
1.14 -0.68 -1.50
0.80 1.91 0.64
-1.79 -1.07 1.03

Properties
* HOMO: -10.36 eV
* charge: +1
* total energy: -69609.3404 eV
* orbital gap: 6.39 eV